[1]
C20H38B3O14P as an isolated structure at a distorted geometry. Source: the Open Molecules 2025 dataset; level of theory: the ωB97M-V functional and the def2-TZVPD basis.

The HOMO-LUMO gap comes out at 7.765 eV. As for the highest occupied orbital energy: -7.6 eV. Its LUMO energy is 0.2 eV.

Structure (XYZ):
```
76
C20H38B3O14P the ωB97M-V functional and the def2-TZVPD basis
C -4.265 1.850 -1.997
C -2.837 2.092 -2.608
P -1.872 0.506 -2.849
C -0.036 0.727 -2.558
C 0.578 -0.135 -1.405
B -2.602 -0.957 -1.880
O -2.376 -2.266 -2.391
B -1.998 -3.153 -1.363
O -0.772 -3.829 -1.442
O -2.895 -3.264 -0.261
B -3.047 -1.920 0.197
C -2.744 -1.636 1.753
C -2.820 -0.118 2.102
C -1.694 0.731 1.454
O -0.432 0.442 2.055
C 0.107 1.628 2.645
O -3.395 -0.864 -0.688
H -4.830 1.090 -2.562
H -4.840 2.798 -2.015
H -4.176 1.584 -0.928
H -3.027 2.494 -3.623
H -2.292 2.824 -1.986
H 0.541 0.555 -3.480
H 0.110 1.790 -2.271
H 0.273 -1.197 -1.417
H 0.439 0.342 -0.416
H 1.681 -0.136 -1.561
H -0.279 -3.596 -0.653
H -1.726 -2.057 1.917
H -3.441 -2.226 2.385
H -2.687 -0.036 3.202
H -3.793 0.305 1.786
H -1.664 0.533 0.365
H -1.980 1.799 1.561
H -0.062 2.530 2.032
H 1.194 1.514 2.844
H -0.427 1.740 3.617
C 4.503 -2.516 3.065
C 4.694 -1.037 2.820
C 3.573 -0.178 3.338
O 3.638 0.959 2.470
C 4.169 0.524 1.295
O 4.191 1.160 0.295
O 4.667 -0.732 1.421
H 5.362 -3.075 2.691
H 4.391 -2.725 4.130
H 3.627 -2.890 2.533
H 5.660 -0.711 3.218
H 3.719 0.121 4.376
H 2.587 -0.640 3.233
C -0.135 6.554 5.092
C 0.038 5.707 3.852
C 0.562 6.460 2.659
O 0.032 5.700 1.570
C -1.106 5.110 2.015
O -1.892 4.557 1.319
O -1.222 5.233 3.362
H -0.489 5.942 5.922
H 0.807 7.020 5.382
H -0.884 7.332 4.932
H 0.662 4.836 4.076
H 1.650 6.483 2.621
H 0.179 7.482 2.590
C 0.416 -4.304 -4.104
C 0.352 -5.274 -5.261
C 1.418 -6.334 -5.236
O 1.560 -6.652 -6.623
C 1.206 -5.541 -7.322
O 1.383 -5.397 -8.486
O 0.624 -4.622 -6.509
H -0.399 -3.582 -4.168
H 0.342 -4.823 -3.153
H 1.346 -3.731 -4.125
H -0.647 -5.717 -5.324
H 1.122 -7.214 -4.666
H 2.380 -5.971 -4.862
```

Just the Mulliken charges please, in e? Sure, here they are:
1. C -1.006
2. C -0.511
3. P -0.250
4. C -0.646
5. C -0.351
6. B 0.117
7. O -0.129
8. B 0.447
9. O -0.322
10. O -0.316
11. B 0.084
12. C -0.773
13. C -0.805
14. C 0.763
15. O -0.225
16. C -0.612
17. O 0.016
18. H 0.306
19. H 0.403
20. H 0.094
21. H 0.414
22. H 0.334
23. H 0.479
24. H 0.364
25. H -0.058
26. H -0.103
27. H 0.436
28. H 0.225
29. H 0.217
30. H 0.414
31. H 0.434
32. H 0.294
33. H -0.517
34. H 0.129
35. H 0.188
36. H 0.118
37. H 0.363
38. C -1.468
39. C 0.454
40. C -0.424
41. O -0.303
42. C 0.640
43. O -0.535
44. O -0.345
45. H 0.369
46. H 0.367
47. H 0.346
48. H 0.277
49. H 0.365
50. H 0.260
51. C -1.508
52. C 0.611
53. C -0.495
54. O -0.308
55. C 0.646
56. O -0.539
57. O -0.324
58. H 0.362
59. H 0.385
60. H 0.360
61. H 0.198
62. H 0.317
63. H 0.316
64. C -1.315
65. C 0.510
66. C -0.471
67. O -0.339
68. C 0.623
69. O -0.531
70. O -0.336
71. H 0.200
72. H 0.411
73. H 0.342
74. H 0.241
75. H 0.318
76. H 0.310

=====

[2]
A 4-piece molecular cluster, C3H13NO4 overall at a distorted geometry. Source: the Open Molecules 2025 dataset; level of theory: the ωB97M-V functional and the def2-TZVPD basis.

The HOMO-LUMO gap comes out at 10.073 eV. As for the highest occupied orbital energy: -9.6 eV. Its LUMO energy is 0.5 eV. For the energy above the lowest of the compared OMol25 structures with the same formula, charge and spin, the calculation gives 244.2 kJ/mol. As for the SMILES: CNCC=O.O.O.O.

Structure (XYZ):
```
21
C3H13NO4 the ωB97M-V functional and the def2-TZVPD basis
C 0.018 1.908 1.187
N 0.054 0.815 2.148
C -0.732 -0.312 1.583
C -0.272 -1.679 2.064
O -0.285 -2.689 1.411
H 0.335 1.712 0.160
H -1.009 2.262 0.986
H 0.504 2.714 1.737
H 1.004 0.469 2.276
H -0.875 -0.224 0.498
H -1.746 -0.246 1.988
H 0.180 -1.633 3.069
O 0.227 -2.149 -1.912
H -0.728 -2.261 -1.977
H 0.397 -2.400 -0.994
O -0.767 1.083 -2.159
H -1.278 0.418 -1.680
H -0.584 0.759 -3.051
O 1.672 0.769 -2.612
H 2.418 0.271 -2.973
H 1.467 0.413 -1.747
```

Just the Mulliken charges please, in e? Sure, here they are:
1. C -0.779
2. N -0.411
3. C 0.168
4. C -0.087
5. O -0.472
6. H 0.179
7. H 0.323
8. H 0.350
9. H 0.266
10. H -0.182
11. H 0.264
12. H 0.365
13. O -0.614
14. H 0.303
15. H 0.305
16. O -0.618
17. H 0.289
18. H 0.329
19. O -0.594
20. H 0.310
21. H 0.306

=====

[3]
C30H27N6O9S3SbV as an isolated structure at a distorted geometry. Source: the Open Molecules 2025 dataset; level of theory: the ωB97M-V functional and the def2-TZVPD basis.

The HOMO-LUMO gap (spin up / spin down) comes out at 5.908 / 5.905 eV. As for the highest occupied orbital energy (spin up / spin down): -5.5 / -5.5 eV. Its LUMO energy (spin up / spin down) is 0.4 / 0.4 eV. For the energy above the lowest of the compared OMol25 structures with the same formula, charge and spin, the calculation gives 132.3 kJ/mol. Its charge is -1.

Structure (XYZ):
```
77
C30H27N6O9S3SbV the ωB97M-V functional and the def2-TZVPD basis
V -2.500 -0.041 -1.123
C -3.127 3.449 -2.750
O -2.233 2.346 -2.882
C -0.909 2.616 -2.741
C -0.377 3.887 -2.940
C 0.991 4.091 -2.868
C 1.838 3.027 -2.600
C 1.305 1.772 -2.375
C -0.062 1.555 -2.425
N -0.622 0.245 -2.094
N 0.257 -0.642 -2.254
C 0.028 -1.983 -2.109
C -1.252 -2.512 -2.036
O -2.253 -1.703 -1.910
C -1.467 -3.917 -2.141
C -0.397 -4.741 -2.226
C 0.946 -4.244 -2.255
C 2.045 -5.127 -2.317
C 3.325 -4.647 -2.354
C 3.548 -3.257 -2.340
C 2.498 -2.379 -2.277
C 1.171 -2.855 -2.225
H -3.074 4.097 -3.626
H -4.122 3.027 -2.659
H -2.895 4.022 -1.850
H -1.035 4.715 -3.156
H 1.391 5.088 -3.008
H 2.905 3.178 -2.516
H 1.951 0.958 -2.088
H -2.484 -4.284 -2.115
H -0.545 -5.814 -2.276
H 1.854 -6.194 -2.332
H 4.164 -5.331 -2.393
H 4.561 -2.876 -2.370
H 2.672 -1.313 -2.252
S -6.899 0.313 0.657
Sb -5.540 -1.085 -0.416
S -3.287 -1.191 0.651
S -4.369 0.280 -2.185
O -3.579 2.427 1.325
C -2.471 2.219 0.935
O -2.332 1.378 -0.177
C -1.235 2.784 1.502
C -1.456 3.787 2.423
C -0.395 4.411 3.060
C 0.914 4.029 2.803
C 1.157 3.043 1.888
C 0.110 2.317 1.167
O 0.322 1.372 0.410
N 2.569 2.705 1.686
O 2.897 2.186 0.637
O 3.356 2.973 2.584
N -0.651 5.479 4.006
O -1.810 5.801 4.214
O 0.306 6.010 4.550
H -2.470 4.084 2.646
H 1.735 4.504 3.316
C -0.337 -1.119 2.694
C 0.520 -1.772 3.813
N 1.459 -2.744 3.242
C 0.700 -3.764 2.516
C -0.166 -3.110 1.404
N 0.044 -1.661 1.389
C 1.470 -1.395 1.158
C 2.323 -2.043 2.284
H -0.200 -0.037 2.660
H -1.402 -1.311 2.844
H -0.108 -2.293 4.540
H 1.100 -1.023 4.356
H 0.080 -4.306 3.234
H 1.413 -4.475 2.091
H -1.231 -3.294 1.565
H 0.090 -3.506 0.417
H 1.611 -0.320 1.099
H 1.734 -1.812 0.184
H 2.894 -1.289 2.830
H 3.035 -2.766 1.878
```

Just the Mulliken charges please, in e? Sure, here they are:
1. V 0.632
2. C -1.020
3. O -0.366
4. C 0.618
5. C -0.689
6. C -0.777
7. C -0.768
8. C 0.184
9. C 0.127
10. N 0.060
11. N -0.086
12. C -0.325
13. C 1.273
14. O 0.038
15. C -0.946
16. C -0.872
17. C 0.550
18. C -1.001
19. C -0.634
20. C -0.832
21. C -0.337
22. C 0.979
23. H 0.327
24. H 0.257
25. H 0.433
26. H 0.390
27. H 0.376
28. H 0.381
29. H 0.172
30. H 0.487
31. H 0.361
32. H 0.397
33. H 0.401
34. H 0.435
35. H 0.394
36. S -0.588
37. Sb 0.294
38. S -0.448
39. S -0.553
40. O -0.561
41. C -0.428
42. O 0.851
43. C 0.281
44. C -0.326
45. C -0.877
46. C -0.401
47. C -0.590
48. C 0.379
49. O 0.657
50. N 1.054
51. O -0.587
52. O -0.687
53. N 1.054
54. O -0.662
55. O -0.676
56. H 0.673
57. H 0.646
58. C -0.325
59. C -0.899
60. N -0.194
61. C -0.894
62. C -0.091
63. N 0.261
64. C 1.266
65. C -1.002
66. H -0.116
67. H 0.675
68. H 0.252
69. H 0.388
70. H 0.255
71. H 0.405
72. H 0.677
73. H -0.395
74. H -0.480
75. H -0.588
76. H 0.307
77. H 0.372

=====

[4]
C25H33FeO2 as an isolated structure at a distorted geometry. Source: the Open Molecules 2025 dataset; level of theory: the ωB97M-V functional and the def2-TZVPD basis.

The HOMO-LUMO gap (spin up / spin down) comes out at 6.333 / 7.138 eV. As for the highest occupied orbital energy (spin up / spin down): -5.7 / -7.7 eV. Its LUMO energy (spin up / spin down) is 0.6 / -0.6 eV. For the energy above the lowest of the compared OMol25 structures with the same formula, charge and spin, the calculation gives 502.8 kJ/mol. Its spin multiplicity is 6.

Structure (XYZ):
```
61
C25H33FeO2 the ωB97M-V functional and the def2-TZVPD basis
O -0.186 -0.499 -3.404
C -0.106 0.750 -4.178
C -0.009 0.052 -5.523
H 0.794 1.322 -3.922
H -1.013 1.362 -4.052
C -0.054 -1.230 -4.660
H 0.928 0.213 -6.059
H -0.888 0.200 -6.151
C 1.234 -2.026 -4.716
H 2.093 -1.403 -4.438
H 1.382 -2.399 -5.737
H 1.170 -2.888 -4.044
C -1.272 -2.073 -4.970
H -2.185 -1.472 -4.890
H -1.331 -2.914 -4.275
H -1.186 -2.467 -5.990
Fe -0.521 -1.029 2.395
C -2.335 -1.234 3.353
C -1.917 0.136 3.308
C -1.707 0.502 1.926
H -1.908 0.805 4.163
C -1.995 -0.658 1.108
C -2.421 -1.713 2.002
H -2.829 -2.668 1.699
H -2.625 -1.776 4.254
H -1.499 1.502 1.553
H -1.963 -0.693 0.027
C 0.579 -2.347 3.439
C -0.157 -2.987 2.388
C 0.225 -2.379 1.122
H -0.828 -3.833 2.513
C 1.212 -1.376 1.409
C 1.468 -1.388 2.824
H 2.332 -0.924 3.297
H 0.570 -2.611 4.495
H -0.094 -2.692 0.136
H 1.778 -0.801 0.685
O 1.464 1.135 -1.657
C 0.312 0.566 -1.018
C -0.902 1.456 -1.265
H 0.528 0.553 0.065
H 0.162 -0.471 -1.343
C -0.267 2.833 -1.530
H -1.546 1.461 -0.384
H -1.466 1.064 -2.117
C 1.245 2.574 -1.624
H -0.481 3.485 -0.678
H -0.657 3.301 -2.441
H 1.742 3.004 -0.733
H 1.685 3.028 -2.527
C 1.713 2.700 4.745
C 1.189 1.635 5.492
C 0.606 0.548 4.843
C 0.543 0.530 3.441
C 1.066 1.578 2.689
C 1.638 2.679 3.343
H 2.182 3.545 5.252
H 1.242 1.647 6.587
H 0.192 -0.286 5.426
H 1.047 1.560 1.594
H 2.026 3.510 2.754
```

Just the Mulliken charges please, in e? Sure, here they are:
1. O -0.192
2. C -0.281
3. C -0.789
4. H -0.006
5. H 0.265
6. C 1.386
7. H 0.317
8. H 0.313
9. C -1.691
10. H 0.364
11. H 0.397
12. H 0.366
13. C -1.727
14. H 0.381
15. H 0.368
16. H 0.400
17. Fe 0.254
18. C -0.194
19. C -0.740
20. C -0.658
21. H 0.639
22. C -0.071
23. C -1.203
24. H 0.594
25. H 0.480
26. H 0.444
27. H 0.575
28. C -0.445
29. C -0.608
30. C -0.525
31. H 0.543
32. C -0.672
33. C -0.795
34. H 0.612
35. H 0.534
36. H 0.615
37. H 0.975
38. O -0.558
39. C 2.407
40. C -0.629
41. H -2.365
42. H 0.499
43. C -0.827
44. H 0.702
45. H 0.116
46. C -0.624
47. H 0.349
48. H 0.252
49. H 0.334
50. H 0.359
51. C -0.592
52. C -0.674
53. C 0.029
54. C 0.363
55. C 0.074
56. C -0.819
57. H 0.374
58. H 0.378
59. H 0.297
60. H -0.098
61. H 0.425